{
  "formula": "C38H58AsBrN7O5P2PbS5Te",
  "method": "ωB97M-V/def2-TZVPD",
  "species": ["Pb", "Br", "C", "C", "C", "C", "C", "C", "N", "C", "C", "C", "C", "C", "C", "N", "H", "H", "H", "H", "H", "H", "H", "H", "H", "O", "C", "S", "C", "C", "S", "S", "S", "C", "N", "C", "C", "N", "C", "S", "H", "H", "H", "H", "H", "H", "C", "C", "O", "P", "O", "Te", "O", "C", "C", "H", "H", "H", "H", "H", "H", "H", "H", "H", "H", "C", "As", "C", "C", "H", "H", "H", "H", "H", "H", "H", "H", "H", "O", "P", "N", "C", "C", "C", "C", "N", "C", "C", "C", "C", "N", "C", "C", "C", "C", "H", "H", "H", "H", "H", "H", "H", "H", "H", "H", "H", "H", "H", "H", "H", "H", "H", "H", "H", "H", "H", "H", "H", "H"],
  "positions_angstrom": [[-0.7749, 0.2612, 1.1063], [-2.4686, -2.5317, -6.6662], [-1.7624, -2.6519, -4.9155], [-1.1028, -3.8037, -4.5193], [-0.5632, -3.8694, -3.2447], [-0.6891, -2.7915, -2.3711], [-1.3935, -1.6629, -2.7670], [-1.9183, -1.5843, -4.0470], [-0.0971, -2.8055, -1.0770], [1.1019, -3.2031, -1.0151], [1.9132, -3.2833, 0.2196], [3.2876, -3.3437, 0.0651], [4.1039, -3.3999, 1.1820], [3.5098, -3.4080, 2.4295], [2.1225, -3.3568, 2.4873], [1.3292, -3.2949, 1.4200], [-1.0161, -4.6413, -5.1970], [-0.0771, -4.7783, -2.9129], [-1.4818, -0.8324, -2.0788], [-2.4523, -0.7002, -4.3681], [1.6521, -3.4795, -1.9222], [3.7128, -3.3371, -0.9306], [5.1804, -3.4461, 1.0776], [4.0920, -3.4502, 3.3391], [1.6304, -3.3637, 3.4498], [-4.1657, 5.1701, 5.1006], [-3.5815, 4.4591, 4.3434], [-1.8539, 4.0528, 4.5079], [-1.7357, 3.0119, 3.1214], [-2.9162, 2.8300, 2.3717], [-3.0696, 1.9019, 0.9801], [-4.3308, 3.6772, 2.9343], [-0.2209, 2.3328, 2.8097], [-3.3265, -1.6013, 6.1318], [-2.4701, -2.3977, 5.2694], [-1.9637, -3.6535, 5.5546], [-1.2386, -4.0403, 4.4872], [-1.3186, -3.0187, 3.5616], [-2.0716, -2.0126, 4.0359], [-2.5288, -0.5563, 3.2901], [-3.5563, -2.1816, 7.0208], [-4.2459, -1.3490, 5.6074], [-2.8231, -0.6766, 6.4091], [-2.1551, -4.1466, 6.4904], [-0.7082, -4.9546, 4.2931], [-0.8402, -3.0066, 2.6590], [4.0048, 4.1725, 2.8433], [3.9877, 2.7551, 3.3568], [2.9165, 2.0273, 2.6992], [2.9713, 0.4527, 2.5285], [1.6773, -0.0521, 2.0096], [4.8942, -0.0187, 1.1175], [3.3350, -0.1228, 3.9613], [2.4701, 0.2354, 5.0855], [1.4178, -0.8193, 5.3353], [4.7945, 4.7305, 3.3465], [3.0507, 4.6598, 3.0415], [4.1914, 4.1974, 1.7744], [3.7915, 2.7343, 4.4297], [4.9427, 2.2512, 3.1817], [1.9963, 1.1989, 4.8860], [3.1418, 0.3405, 5.9349], [0.7445, -0.8964, 4.4804], [0.8343, -0.5402, 6.2139], [1.8799, -1.7889, 5.5245], [-5.8446, -3.8151, -0.2779], [-4.0272, -3.3376, -0.8405], [-3.1406, -3.8627, 0.8300], [-4.1783, -1.4291, -0.4032], [-6.5684, -3.4677, -1.0141], [-6.0806, -3.3741, 0.6913], [-5.9238, -4.8996, -0.2072], [-3.0936, -4.9485, 0.9146], [-3.6782, -3.4546, 1.6877], [-2.1253, -3.4667, 0.8017], [-4.8627, -0.9563, -1.1091], [-3.2272, -0.8922, -0.4676], [-4.5689, -1.2966, 0.6075], [-0.0370, 1.0795, -1.2375], [0.3347, 1.8715, -2.4520], [-0.9309, 2.7246, -3.0516], [-2.3095, 2.4832, -2.5802], [-3.1377, 3.5558, -3.2883], [-2.1330, 4.6793, -3.5372], [-0.8691, 3.9123, -3.9069], [1.5986, 2.8897, -2.1146], [2.2999, 2.8579, -0.8200], [3.7666, 2.7779, -1.2287], [3.8230, 3.6777, -2.4582], [2.4983, 3.3877, -3.1706], [0.8081, 0.8486, -3.6530], [1.7435, -0.2401, -3.3338], [2.0150, -0.8840, -4.6904], [1.9320, 0.3037, -5.6484], [0.7413, 1.0869, -5.1035], [-2.3622, 2.6026, -1.4984], [-2.6545, 1.4746, -2.8213], [-3.9855, 3.8680, -2.6807], [-3.5213, 3.1804, -4.2389], [-1.9693, 5.2499, -2.6209], [-2.4422, 5.3655, -4.3240], [0.0373, 4.4868, -3.7246], [-0.8950, 3.6366, -4.9672], [1.9708, 2.0111, -0.2219], [2.1028, 3.7721, -0.2498], [4.0194, 1.7497, -1.4996], [4.4418, 3.1013, -0.4415], [4.6787, 3.4767, -3.1007], [3.8646, 4.7251, -2.1541], [2.6306, 2.6282, -3.9467], [2.1067, 4.2878, -3.6462], [1.2938, -0.9270, -2.6164], [2.6709, 0.1499, -2.8899], [1.2263, -1.6041, -4.9212], [2.9749, -1.3971, -4.7250], [1.7928, 0.0144, -6.6885], [2.8430, 0.9034, -5.5753], [-0.1936, 0.6860, -5.5086], [0.7852, 2.1479, -5.3505]],
  "forces_ev_per_a": [[0.2, -0.1, -0.3], [0.0, 0.0, 0.0], [0.0, 0.0, 0.0], [0.0, 0.0, 0.0], [0.0, 0.0, 0.0], [0.1, -0.1, 0.1], [0.0, 0.0, 0.0], [0.0, 0.0, 0.1], [-0.1, 0.1, 0.0], [0.0, 0.0, -0.1], [-0.2, 0.0, 0.1], [0.3, 0.0, -0.2], [0.1, 0.0, 0.0], [-0.1, 0.0, 0.0], [-0.1, 0.0, -0.2], [-0.2, 0.1, 0.3], [0.0, 0.0, 0.0], [0.0, 0.0, 0.0], [0.0, 0.0, 0.0], [0.0, 0.0, 0.0], [0.0, 0.0, 0.0], [0.0, 0.0, 0.0], [0.0, 0.0, 0.0], [0.0, 0.0, 0.0], [-0.1, 0.0, 0.1], [0.0, 0.0, 0.0], [0.0, 0.0, 0.0], [0.0, 0.0, 0.0], [0.0, 0.0, 0.0], [0.1, 0.0, 0.0], [-0.1, 0.0, 0.0], [0.0, 0.0, 0.0], [0.0, 0.1, 0.0], [0.0, 0.0, 0.0], [0.0, 0.0, -0.1], [0.1, 0.0, 0.0], [0.0, -0.1, 0.0], [0.5, -0.1, -0.4], [-0.2, 0.2, 0.1], [-0.1, -0.1, 0.1], [0.0, 0.0, 0.0], [0.0, 0.0, 0.0], [0.0, 0.0, 0.0], [0.0, 0.0, 0.0], [0.0, 0.0, 0.0], [-0.2, 0.0, 0.2], [-0.1, 0.0, 0.1], [0.0, 0.1, 0.1], [0.3, 0.0, -0.2], [-0.3, 0.0, 0.3], [0.2, 0.1, -0.2], [-0.1, -0.1, 0.1], [0.1, 0.1, 0.0], [-0.1, 0.0, 0.0], [0.1, -0.1, -0.1], [0.0, 0.0, 0.0], [0.0, 0.0, 0.0], [0.0, 0.0, -0.2], [0.0, 0.0, 0.0], [0.0, 0.0, 0.0], [0.0, 0.0, 0.0], [0.0, 0.0, 0.0], [0.0, 0.0, 0.0], [0.0, 0.0, 0.0], [0.0, 0.0, 0.0], [0.0, 0.0, 0.0], [0.0, 0.0, 0.0], [0.0, 0.0, 0.0], [-0.1, 0.2, 0.1], [0.0, 0.0, 0.0], [0.0, 0.0, 0.0], [0.0, 0.0, 0.0], [0.0, 0.0, 0.0], [0.0, 0.0, 0.0], [0.1, 0.0, 0.0], [0.0, 0.0, 0.0], [0.0, -0.2, -0.1], [0.0, 0.0, 0.0], [-0.1, 0.2, 0.3], [-0.1, -0.2, -0.1], [0.0, 0.0, 0.1], [0.0, -0.1, 0.0], [0.0, 0.0, 0.0], [0.0, 0.0, 0.0], [0.0, 0.1, 0.0], [0.0, 0.0, 0.0], [0.0, 0.1, 0.0], [-0.1, 0.0, -0.1], [0.0, 0.0, 0.0], [0.0, -0.1, 0.0], [0.1, 0.0, 0.0], [0.0, 0.1, 0.0], [0.0, 0.0, 0.0], [0.0, 0.0, 0.0], [-0.2, -0.1, 0.0], [0.0, 0.0, 0.0], [0.0, 0.0, 0.0], [0.0, 0.0, 0.0], [0.0, 0.0, 0.0], [0.0, 0.0, 0.0], [0.0, 0.0, 0.0], [0.0, 0.0, 0.0], [0.0, 0.0, 0.0], [0.0, 0.0, 0.0], [0.0, 0.0, 0.0], [0.0, 0.0, 0.0], [0.1, 0.0, 0.1], [0.0, 0.0, 0.0], [0.0, 0.0, 0.0], [0.0, 0.0, 0.0], [0.0, 0.0, 0.0], [0.0, 0.0, 0.0], [0.0, 0.0, 0.0], [0.0, 0.0, 0.0], [0.0, 0.0, 0.0], [0.0, 0.0, 0.0], [0.0, 0.0, 0.0], [0.0, 0.0, 0.0], [0.0, 0.0, 0.0]],
  "lowdin_charge": [0.968, 0.748, -0.700, -0.117, -0.029, -0.309, -0.065, -0.126, 0.137, -0.104, -0.254, -0.040, -0.123, -0.061, -0.135, 0.131, 0.106, 0.117, 0.078, 0.099, 0.127, 0.118, 0.107, 0.116, 0.092, -0.011, -0.986, 0.991, -1.149, -1.157, 0.549, 1.001, 0.563, -0.025, -0.119, -0.038, -0.066, 0.082, -0.762, 0.559, 0.095, 0.088, 0.092, 0.127, 0.123, 0.115, -0.050, -0.269, -0.333, 0.102, -0.508, 0.809, -0.285, -0.238, -0.064, 0.090, 0.088, 0.065, 0.119, 0.087, 0.098, 0.127, 0.057, 0.089, 0.081, -0.354, 1.058, -0.357, -0.355, 0.017, 0.021, 0.016, 0.021, 0.015, -0.021, 0.026, -0.039, 0.016, -0.455, 0.558, -0.177, -0.187, -0.157, -0.161, -0.193, -0.166, -0.186, -0.210, -0.153, -0.180, -0.185, -0.183, -0.153, -0.159, -0.188, 0.043, 0.108, 0.114, 0.115, 0.118, 0.114, 0.096, 0.111, 0.082, 0.122, 0.066, 0.087, 0.113, 0.115, 0.097, 0.102, 0.084, 0.112, 0.107, 0.113, 0.116, 0.108, 0.114, 0.098],
  "de_lowest_kcal_mol": 18.1,
  "largest_force_ev_per_a": 0.6,
  "orbital_gap_ha": [0.2251, 0.1717],
  "total_charge": 1
}